C32H29ClCoN2O5 as an isolated structure, computed with ωB97M-V with the def2-TZVPD basis set.

Last column: natural (NBO) charge in e.
Positions of all 70 atoms, in Å:
1 Co -0.09 0.09 0.74  1.0236
2 O 2.13 -0.20 0.69  -0.7212
3 C 2.67 -1.52 0.73  0.0741
4 C 1.51 -2.49 0.29  0.7923
5 O 1.85 -3.65 0.05  -0.7181
6 O 0.36 -1.99 0.30  -0.7841
7 C 3.04 -1.91 2.15  -0.0443
8 C 2.52 -1.21 3.23  -0.1593
9 C 2.85 -1.58 4.53  -0.2392
10 C 3.67 -2.67 4.76  -0.2346
11 C 4.17 -3.39 3.69  -0.2243
12 C 3.86 -3.01 2.39  -0.1902
13 C 3.85 -1.55 -0.24  -0.0308
14 C 3.66 -1.85 -1.58  -0.1071
15 C 4.71 -1.75 -2.48  -0.2334
16 C 5.97 -1.34 -2.05  -0.2265
17 C 6.17 -1.04 -0.71  -0.2278
18 C 5.11 -1.14 0.19  -0.2183
19 H 2.75 0.44 1.04  0.4860
20 H 1.84 -0.39 3.06  0.2362
21 H 2.44 -1.02 5.36  0.2052
22 H 3.92 -2.96 5.78  0.1971
23 H 4.80 -4.26 3.85  0.1992
24 H 4.23 -3.59 1.55  0.2329
25 H 2.69 -2.18 -1.92  0.2300
26 H 4.54 -1.98 -3.52  0.2065
27 H 6.79 -1.26 -2.75  0.1979
28 H 7.14 -0.71 -0.36  0.1983
29 H 5.27 -0.91 1.23  0.2127
30 C -0.89 -1.44 5.13  -0.2593
31 O -1.72 -2.12 4.19  -0.5354
32 C -1.60 -1.67 2.91  0.8871
33 O -0.80 -0.80 2.62  -0.6788
34 N -2.49 -2.29 2.12  -0.4628
35 N -2.58 -2.15 0.73  -0.6722
36 H -1.28 -1.69 6.11  0.1725
37 H -0.92 -0.36 4.97  0.2142
38 H 0.14 -1.79 5.04  0.1838
39 H -3.04 -3.02 2.53  0.3796
40 H -2.71 -1.16 0.49  0.4033
41 H -1.67 -2.41 0.33  0.3927
42 C -1.48 0.71 -0.42  -0.5536
43 C -2.07 1.32 -1.31  -0.1492
44 C -2.82 2.03 -2.28  -0.2947
45 C -3.62 3.13 -1.82  -0.0102
46 C -4.70 3.71 -2.54  -0.2364
47 C -5.47 4.74 -2.03  -0.2366
48 C -5.23 5.27 -0.77  -0.3351
49 C -4.19 4.71 -0.03  -0.2145
50 C -3.42 3.68 -0.53  -0.2534
51 C -2.76 1.58 -3.64  0.0993
52 C -3.16 2.34 -4.77  -0.3151
53 C -3.05 1.87 -6.06  -0.2173
54 C -2.53 0.61 -6.33  -0.3395
55 C -2.10 -0.16 -5.25  -0.2150
56 C -2.21 0.31 -3.95  -0.2839
57 H -4.97 3.30 -3.51  0.1925
58 H -6.30 5.12 -2.63  0.1768
59 H -5.84 6.08 -0.37  0.1785
60 H -3.97 5.09 0.97  0.1878
61 H -2.63 3.26 0.09  0.2339
62 H -3.53 3.35 -4.62  0.2006
63 H -3.37 2.51 -6.88  0.1778
64 H -2.45 0.24 -7.35  0.1787
65 H -1.67 -1.14 -5.41  0.1847
66 H -1.85 -0.30 -3.13  0.2282
67 Cl -1.04 2.32 2.83  -0.1993
68 C 0.20 1.81 1.57  -0.6656
69 H 1.14 1.80 2.15  0.1340
70 H 0.23 2.63 0.87  0.1892

Summary:
E_LUMO (alpha / beta) = 4.09 / 4.09 eV
spin multiplicity = 2
HOMO-LUMO gap (alpha / beta) = 3.62 / 3.58 eV
energy above the lowest of the compared OMol25 structures with the same formula, charge and spin = 0.609 eV
net charge = -2
E_tot = -3565.4330 hartree


A 2-piece molecular cluster, H5N3 overall in a non-equilibrium geometry, computed with ωB97M-V with the def2-TZVPD basis set.

Last column: natural (NBO) charge in e.
Positions of all 8 atoms, in Å:
1 N -1.32 -0.27 0.13  -0.6163
2 N 1.52 -0.05 -0.13  -0.7997
3 N -0.31 0.64 0.10  -0.2776
4 H -1.61 -0.73 -0.77  0.3374
5 H -1.39 -0.98 0.83  0.3650
6 H 1.98 0.87 -0.13  0.3323
7 H 1.60 -0.48 0.77  0.3271
8 H -0.47 1.00 -0.81  0.3318

Summary:
E_LUMO (alpha / beta) = 1.10 / 1.10 eV
HOMO-LUMO gap (alpha / beta) = 9.30 / 9.30 eV
energy above the lowest of the compared OMol25 structures with the same formula, charge and spin = 1.730 eV
net charge = 0
E_tot = -167.1279 hartree


C27H27InN3O4P as an isolated structure, computed with ωB97M-V with the def2-TZVPD basis set.

Last column: natural (NBO) charge in e.
Positions of all 63 atoms, in Å:
1 In 0.01 0.16 0.03  1.5595
2 N -0.63 -0.27 2.21  -0.9060
3 C 0.40 -0.91 3.03  0.1442
4 C 0.10 -1.28 4.33  -0.2067
5 C 1.06 -1.89 5.12  -0.1308
6 C 2.33 -2.14 4.62  -0.1964
7 C 2.64 -1.78 3.32  -0.0920
8 C 1.68 -1.16 2.51  -0.4534
9 P 2.18 -0.70 0.84  1.0180
10 C 3.43 0.57 0.83  -0.4387
11 C 4.77 0.23 1.05  -0.1223
12 C 5.72 1.23 1.11  -0.1993
13 C 5.35 2.56 0.96  -0.1424
14 C 4.02 2.90 0.74  -0.1765
15 C 3.06 1.91 0.68  -0.1819
16 C 2.69 -2.15 -0.07  -0.4622
17 C 2.19 -3.41 0.27  -0.1360
18 C 2.54 -4.51 -0.49  -0.1915
19 C 3.37 -4.35 -1.59  -0.1473
20 C 3.87 -3.10 -1.93  -0.1901
21 C 3.53 -1.99 -1.18  -0.1901
22 H -1.44 -0.90 2.10  0.4460
23 H -0.99 0.54 2.70  0.4244
24 H -0.89 -1.09 4.72  0.2414
25 H 0.81 -2.16 6.14  0.2516
26 H 3.07 -2.61 5.24  0.2511
27 H 3.63 -1.98 2.94  0.2232
28 H 5.07 -0.81 1.15  0.2223
29 H 6.76 0.98 1.27  0.2469
30 H 6.10 3.34 1.01  0.2475
31 H 3.73 3.94 0.62  0.2440
32 H 2.02 2.19 0.50  0.2022
33 H 1.55 -3.53 1.14  0.2231
34 H 2.16 -5.48 -0.23  0.2443
35 H 3.64 -5.22 -2.18  0.2469
36 H 4.53 -2.99 -2.79  0.2464
37 H 3.93 -1.02 -1.44  0.2346
38 O 0.87 -0.96 -3.58  -0.3757
39 C 0.62 -0.68 -2.53  0.5440
40 C -3.56 3.26 0.55  -0.6204
41 C -3.38 3.37 -0.95  -0.3634
42 C -3.16 2.01 -1.66  -0.2661
43 C -2.95 2.23 -3.18  -0.3709
44 C -2.75 0.94 -3.96  -0.6168
45 C -4.42 1.16 -1.46  0.7153
46 O -5.49 1.52 -1.86  -0.5065
47 N -4.30 -0.04 -0.74  -0.6526
48 C -3.15 -0.56 -0.22  0.8062
49 O -3.09 -1.51 0.52  -0.5911
50 N -1.99 0.12 -0.58  -0.8173
51 C -1.96 1.35 -1.09  0.7596
52 O -0.81 1.90 -1.03  -0.7091
53 H -3.72 4.24 1.00  0.2518
54 H -2.67 2.83 1.04  0.1766
55 H -4.42 2.64 0.81  0.2174
56 H -2.53 4.01 -1.20  0.2286
57 H -4.27 3.81 -1.41  0.2521
58 H -2.09 2.89 -3.30  0.2270
59 H -3.83 2.76 -3.54  0.2533
60 H -1.89 0.37 -3.61  0.1764
61 H -2.58 1.16 -5.02  0.2505
62 H -3.63 0.29 -3.91  0.2232
63 H -5.17 -0.53 -0.54  0.4539

Summary:
E_LUMO = -6.61 eV
HOMO-LUMO gap = 8.67 eV
energy above the lowest of the compared OMol25 structures with the same formula, charge and spin = 0.039 eV
net charge = +2
E_tot = -2041.3597 hartree


A 8-piece molecular cluster, H17O8 overall in a non-equilibrium geometry, computed with ωB97M-V with the def2-TZVPD basis set.

Last column: natural (NBO) charge in e.
Positions of all 25 atoms, in Å:
1 O 7.61 30.36 1.63  -0.8049
2 H 7.41 31.27 1.53  0.5317
3 H 6.83 29.79 1.88  0.5474
4 H 8.15 29.88 0.96  0.5236
5 O 4.86 29.10 4.14  -0.9375
6 H 5.07 30.00 4.11  0.4804
7 H 3.94 28.96 3.61  0.4902
8 O 10.32 31.97 1.06  -0.9532
9 H 11.07 32.69 0.95  0.4963
10 H 10.02 31.76 0.14  0.4616
11 O 7.10 32.78 1.01  -0.9431
12 H 6.76 32.14 0.27  0.4882
13 H 8.05 32.89 0.58  0.4937
14 O 6.14 30.59 -0.43  -0.9403
15 H 5.99 30.18 -1.26  0.4962
16 H 5.42 30.38 0.01  0.4703
17 O 7.46 32.40 3.91  -0.9172
18 H 6.44 32.62 3.66  0.4606
19 H 7.79 33.16 4.11  0.4585
20 O 6.16 27.96 1.95  -1.0412
21 H 6.63 27.07 1.94  0.5140
22 H 5.57 28.18 2.72  0.5198
23 O 9.34 29.44 0.30  -0.9233
24 H 9.72 28.58 0.66  0.5237
25 H 9.04 29.22 -0.64  0.5045

Summary:
E_LUMO = -3.41 eV
HOMO-LUMO gap = 10.88 eV
energy above the lowest of the compared OMol25 structures with the same formula, charge and spin = 3.558 eV
net charge = +1
E_tot = -611.7805 hartree


A 2-piece molecular cluster, C6H10N2 overall in a non-equilibrium geometry, computed with ωB97M-V with the def2-TZVPD basis set.

Last column: natural (NBO) charge in e.
Positions of all 18 atoms, in Å:
1 C -1.21 1.05 -0.73  -0.6594
2 C -1.09 0.13 0.52  -0.2436
3 C -0.87 -1.26 0.45  -0.3597
4 C 0.04 -1.72 -0.73  0.0735
5 C 2.14 0.83 0.08  -0.4409
6 C 0.04 -0.53 1.17  -0.0791
7 H -0.98 2.16 -0.50  0.2325
8 H -0.83 0.67 -1.84  0.2576
9 H -2.51 1.19 -0.64  0.2175
10 H -2.02 0.36 1.28  0.2310
11 H -1.48 -1.88 0.91  0.2248
12 H -0.49 -2.11 -1.85  0.1957
13 H 2.58 0.83 -1.11  0.2417
14 H 0.76 1.57 0.12  0.1775
15 H 2.97 1.11 0.91  0.2260
16 H 0.30 -0.66 2.30  0.2378
17 N 1.11 -1.16 -0.77  -0.2633
18 N 1.52 -0.60 0.41  -0.2698

Summary:
E_LUMO = 0.80 eV
HOMO-LUMO gap = 9.28 eV
energy above the lowest of the compared OMol25 structures with the same formula, charge and spin = 8.912 eV
net charge = 0
E_tot = -343.8092 hartree


H30O23S2Zn2 as an isolated structure in a non-equilibrium geometry, computed with ωB97M-V with the def2-TZVPD basis set.

Last column: natural (NBO) charge in e.
Positions of all 57 atoms, in Å:
1 Zn -0.08 0.86 -2.70  1.7682
2 Zn 1.28 -2.51 1.90  1.7931
3 S -0.26 -0.04 0.42  2.7237
4 O -1.67 -0.16 0.78  -1.0489
5 O 0.40 -1.20 0.95  -1.2172
6 O 0.08 -0.03 -0.99  -1.1379
7 O 0.40 1.13 0.99  -1.0993
8 S 0.93 -1.52 -4.52  2.6154
9 O 0.18 -0.74 -3.59  -1.2381
10 O 0.61 -2.96 -4.41  -1.0617
11 O 0.68 -1.02 -5.89  -1.0642
12 O 2.32 -1.33 -4.22  -1.1039
13 O -2.12 -0.81 3.60  -0.9745
14 H -2.83 -1.44 3.73  0.4934
15 H -2.14 -0.63 2.66  0.4900
16 O 1.24 -2.58 -1.67  -1.0027
17 H 0.92 -2.77 -2.55  0.5234
18 H 0.95 -1.68 -1.51  0.4949
19 O 2.60 1.38 2.10  -1.0124
20 H 1.82 1.22 1.57  0.4854
21 H 2.82 2.30 1.93  0.4889
22 O 2.90 -1.94 0.79  -1.0168
23 H 3.07 -1.08 0.43  0.5282
24 H 3.49 -2.53 0.32  0.5219
25 O 3.10 3.02 -0.46  -0.9435
26 H 3.83 2.46 -0.71  0.4819
27 H 2.34 2.44 -0.45  0.4702
28 O -2.54 2.33 0.57  -0.9706
29 H -2.18 2.89 1.25  0.4922
30 H -2.13 1.48 0.71  0.4753
31 O -0.74 1.52 3.80  -0.9585
32 H -0.57 1.68 2.88  0.4576
33 H -1.10 0.63 3.83  0.4825
34 O -2.58 -2.56 0.61  -0.9676
35 H -2.64 -2.73 -0.33  0.4628
36 H -2.14 -1.72 0.68  0.4729
37 O -4.87 -0.64 0.88  -0.9330
38 H -5.32 -1.06 0.14  0.4628
39 H -3.94 -0.63 0.62  0.4684
40 O -2.23 0.29 -2.81  -0.9732
41 H -2.36 -0.45 -2.21  0.4935
42 H -3.06 0.35 -3.29  0.5060
43 O 1.67 1.88 -2.53  -1.0023
44 H 2.45 1.84 -3.09  0.5285
45 H 1.77 2.70 -2.04  0.5036
46 O 1.91 -1.23 3.44  -1.0223
47 H 2.09 -0.33 3.17  0.5455
48 H 2.06 -1.23 4.39  0.5219
49 O -0.27 3.65 1.60  -0.9769
50 H 0.52 4.13 1.82  0.4758
51 H 0.02 2.76 1.43  0.4840
52 O -0.84 2.52 -1.65  -1.0207
53 H -1.32 2.77 -0.86  0.5432
54 H -0.58 3.35 -2.05  0.4887
55 O 0.72 -3.82 0.51  -1.0550
56 H 0.88 -3.50 -0.38  0.5379
57 H 0.46 -4.74 0.40  0.5195

Summary:
E_LUMO = -2.29 eV
HOMO-LUMO gap = 4.40 eV
energy above the lowest of the compared OMol25 structures with the same formula, charge and spin = 0.000 eV
net charge = 0
E_tot = -6103.6103 hartree